a:
ORCA calculation (ωB97M-V/def2-TZVPD) on a 6-piece molecular cluster, C2H14O4S2 overall.

Kohn-Sham gap ... 4.10 eV
HOMO level ... -0.3353 hartree

ORCA input file:
```
! RIJCOSX wB97M-V def2-TZVPD def2/J DEFGRID3
* xyz 0 1
C -1.03411 0.54335 -0.47181
C 0.16639 -0.28329 0.09046
S -0.30442 -1.29495 1.39913
S 1.50563 0.68640 -2.37483
H -1.96229 0.38992 0.09296
H -1.26367 0.27456 -1.51491
H -0.79788 1.61279 -0.46630
H 0.97612 0.32621 0.47506
H 0.51657 -0.87591 -0.80185
H 2.81203 0.92264 -2.50796
H 1.22626 2.28257 -0.88272
H 1.85266 3.63648 -0.56649
O 1.11349 3.07524 -0.32132
H 2.42801 -3.16112 -1.64523
H 2.28009 -1.66340 -1.35779
O 2.41712 -2.51559 -0.92477
H -0.91979 1.17000 4.13534
H -0.99820 0.58515 2.73036
O -1.20611 1.37808 3.23907
H -2.21933 -2.01934 0.51927
H -3.43001 -2.91510 0.83858
O -3.15856 -2.15470 0.31575
*
```

b:
ORCA calculation (ωB97M-V/def2-TZVPD) on a 5-piece molecular cluster, C2H14O4S2 overall.

Kohn-Sham gap ... 9.46 eV
HOMO level ... -0.3358 hartree

ORCA input file:
```
! RIJCOSX wB97M-V def2-TZVPD def2/J DEFGRID3
* xyz 0 1
C 1.55078 -0.56969 1.38477
C 0.50664 -1.56013 1.78262
S 0.10349 -2.89908 0.65295
S -1.22718 -2.03252 -0.55640
H 1.30624 -0.16018 0.38289
H 2.50555 -0.99949 1.25566
H 1.69855 0.25496 2.12701
H -0.48621 -1.10508 2.03610
H 0.64970 -1.79553 2.85405
H -0.41601 -1.60967 -1.55882
O 0.14047 2.19429 -1.92243
H -0.81826 2.05384 -1.75553
H -0.04414 2.87153 -2.65208
O -2.66256 2.98139 -1.97908
H -3.31936 3.54571 -2.39910
H -3.14162 2.48329 -1.32894
O -4.40490 1.41118 0.17111
H -4.86924 0.57486 0.22605
H -3.93675 1.51436 0.95134
O 5.56974 -2.01454 0.04355
H 4.87280 -2.66848 0.11599
H 6.42227 -2.47102 0.16829
*
```

c:
ORCA calculation (ωB97M-V/def2-TZVPD) on a 5-piece molecular cluster, C2H14O4S2 overall.

Kohn-Sham gap ... 8.70 eV
HOMO level ... -0.3014 hartree

ORCA input file:
```
! RIJCOSX wB97M-V def2-TZVPD def2/J DEFGRID3
* xyz 0 1
C 0.14012 -0.41638 1.03289
S 0.14553 1.47402 0.57488
S -0.77586 1.55534 -1.28605
C -0.01873 -0.06378 -2.14693
H 0.97442 -0.56616 1.83258
H 0.55410 -0.91118 0.27723
H -0.88641 -0.69531 1.38352
H 0.97243 0.14881 -2.05292
H -0.31394 0.03413 -3.16824
H -0.40761 -0.93399 -1.62025
O 3.71656 -1.34215 1.83576
H 4.40365 -2.00929 1.90673
H 3.68053 -1.15904 0.86882
O -1.87038 -2.77358 1.23796
H -2.59737 -2.20596 1.05859
H -2.18061 -3.47049 1.90448
O -3.49658 -0.54684 -0.16919
H -4.44804 -0.33554 -0.45202
H -2.96732 0.03468 -0.75956
O 2.58195 0.25876 -0.63503
H 2.34575 0.84575 0.13740
H 2.77494 0.86507 -1.40934
*
```

d:
ORCA calculation (ωB97M-V/def2-TZVPD) on a 6-piece molecular cluster, C2H14O4S2 overall.

Kohn-Sham gap ... 3.76 eV
HOMO level ... -0.3359 hartree

ORCA input file:
```
! RIJCOSX wB97M-V def2-TZVPD def2/J DEFGRID3
* xyz 0 1
C 0.24660 -0.87466 1.49914
C 1.26936 0.07917 0.89746
S 1.19480 1.69735 1.78288
S -0.84627 0.24567 -2.00040
H -0.75476 -0.93714 1.12708
H 0.27016 -0.60691 2.52429
H 0.37333 -1.89674 1.23043
H 1.17087 0.16098 -0.18352
H 2.26067 -0.26665 1.09938
H -1.50858 1.07024 -1.11349
H -1.58916 -1.46105 -0.91315
H -2.63414 -2.60392 -0.88824
O -1.91405 -2.18551 -0.37180
H 1.78147 -2.55912 -1.92308
H 1.11393 -1.09305 -1.92183
O 1.83951 -1.64317 -1.53643
H 0.54861 2.61215 -2.05235
H 0.69344 2.60603 -0.55254
O 1.15904 2.94582 -1.37091
H -2.09578 2.10477 1.86237
H -0.77202 1.36196 1.31640
O -1.80704 1.24378 1.48834
*
```

Which structure is the least stable? The one labeled d.

a:
ORCA calculation (ωB97M-V/def2-TZVPD) on an isolated ion of composition C2H7N4 and charge +1.

Kohn-Sham gap (spin up / spin down) ... 9.33 / 9.33 eV
HOMO level (spin up / spin down) ... -0.5520 / -0.5520 hartree

ORCA input file:
```
! RIJCOSX wB97M-V def2-TZVPD def2/J DEFGRID3
* xyz 1 1
C -2.36507 0.08928 -0.10736
N -1.12464 0.37004 0.33670
N -0.06230 -0.39498 -0.38705
C 1.21032 -0.03736 -0.17419
N 1.64508 1.01766 -0.77074
N 1.89009 -1.00330 0.46343
H -2.95571 -0.29243 0.85197
H -2.46081 -0.62141 -0.95314
H -2.74769 1.15361 -0.27418
H 0.79963 1.61115 -1.24236
H 2.58761 1.29876 -1.04807
H 1.28637 -1.70539 0.91729
H 2.90873 -0.99591 0.75041
*
```

b:
ORCA calculation (ωB97M-V/def2-TZVPD) on C2H7N4 as an isolated structure.

Kohn-Sham gap ... 9.36 eV
HOMO level ... -0.5508 hartree

ORCA input file:
```
! RIJCOSX wB97M-V def2-TZVPD def2/J DEFGRID3
* xyz 1 1
C -0.77137 0.11745 -1.21527
C -0.37590 -1.23655 -0.50512
N -0.00001 1.10206 -0.66577
N 0.35946 -0.65305 0.66031
N 0.45014 0.62553 0.36798
N 1.25887 1.65140 1.69526
H -0.59324 -0.09526 -2.29848
H -1.75351 0.31824 -1.00315
H -1.28422 -1.71138 -0.23957
H 0.33714 -1.74773 -1.11037
H 1.00412 -1.05402 1.34380
H 0.78431 2.61626 1.55841
H 2.22645 1.71454 1.23184
*
```

c:
ORCA calculation (ωB97M-V/def2-TZVPD) on a 2-piece molecular cluster, C2H7N4 overall.

Kohn-Sham gap ... 10.49 eV
HOMO level ... -0.5294 hartree

ORCA input file:
```
! RIJCOSX wB97M-V def2-TZVPD def2/J DEFGRID3
* xyz 1 1
C -0.15155 -2.19489 -0.40277
C -0.59964 1.81151 -0.10600
N 0.57022 -1.33274 -0.18521
N 0.46516 1.14892 0.22864
N -1.01309 -3.15649 -0.41510
N 1.38044 1.78388 0.94014
H -1.33941 1.24392 -0.75925
H -0.55794 2.90155 0.02725
H 0.47463 0.04229 0.02314
H -1.59193 -3.30489 0.41054
H -1.25396 -3.31312 -1.31606
H 1.31496 2.84080 0.99932
H 2.30211 1.52925 0.55536
*
```

d:
ORCA calculation (ωB97M-V/def2-TZVPD) on a 2-piece molecular cluster, C2H7N4 overall.

Kohn-Sham gap ... 12.78 eV
HOMO level ... -0.5961 hartree

ORCA input file:
```
! RIJCOSX wB97M-V def2-TZVPD def2/J DEFGRID3
* xyz 1 1
C 0.37365 0.06807 0.05531
C 1.76637 0.72899 0.36708
N -2.75790 -0.93175 -0.72971
N -3.48572 -0.75669 -1.52988
N -0.67189 0.78953 -0.00644
N 0.35593 -1.24268 0.13204
H 2.32905 0.90056 -0.58162
H 1.53155 1.72275 0.70361
H 2.13947 0.03668 1.16781
H -1.56012 0.33429 -0.05035
H -0.73852 1.67388 0.31333
H 1.24934 -1.73384 0.13310
H -0.53123 -1.58980 0.02572
*
```

Which structure is the least stable? The one labeled b.

a:
ORCA calculation (ωB97M-V/def2-TZVPD) on a 2-piece molecular cluster, CH2N2O2 overall.

Kohn-Sham gap (spin up / spin down) ... 9.48 / 8.34 eV
HOMO level (spin up / spin down) ... -0.3797 / -0.3591 hartree

ORCA input file:
```
! RIJCOSX wB97M-V def2-TZVPD def2/J DEFGRID3
* xyz 0 1
C 0.58176 -0.83525 -0.96429
N 0.04607 -1.29825 -0.00314
N -0.75025 0.75161 1.17860
O -1.43357 0.61998 2.13620
O -0.45537 1.69762 0.48683
H 1.28686 -1.28213 -1.79993
H 0.72450 0.34642 -1.03426
*
```

b:
ORCA calculation (ωB97M-V/def2-TZVPD) on an isolated molecule of CH2N2O2.

Kohn-Sham gap ... 9.54 eV
HOMO level ... -0.3465 hartree

ORCA input file:
```
! RIJCOSX wB97M-V def2-TZVPD def2/J DEFGRID3
* xyz 0 1
C -1.22524 1.51234 -0.97235
N 0.67157 0.91622 -0.32149
N -0.57178 0.52311 -0.62690
O -1.61528 2.53858 -1.31878
O -1.31454 -0.70366 -0.36412
H 0.67075 1.20627 0.56348
H -0.75255 -1.21601 0.23284
*
```

Which structure is the least stable? The one labeled a.

a:
ORCA calculation (ωB97M-V/def2-TZVPD) on a 2-piece molecular cluster, C7H12N3O overall.

Kohn-Sham gap ... 7.21 eV
HOMO level ... -0.4578 hartree

ORCA input file:
```
! RIJCOSX wB97M-V def2-TZVPD def2/J DEFGRID3
* xyz 1 1
C -2.94081 -1.92991 -0.84079
C -2.80687 -0.93351 0.09920
C -1.91353 -2.28053 -1.85373
C -1.68252 -0.11382 0.43299
C 1.88430 -0.05298 -0.50050
C -0.59730 -2.11650 -1.75678
C 2.91984 1.04318 -0.22916
N -0.50593 -0.28544 -0.04218
N 0.64424 0.17453 0.25196
N 0.84941 2.29178 1.94221
O 2.06231 -1.03081 -1.16263
H -3.80748 -2.46614 -0.76455
H -3.61539 -0.78593 0.79834
H -2.15948 -3.01953 -2.56335
H -1.84795 0.72819 1.15279
H 0.43513 -2.07545 -1.77945
H 2.82270 1.46654 0.80193
H 3.97668 0.64934 -0.54077
H 2.90774 1.87331 -0.83633
H 0.80938 1.05548 0.85838
H 1.75641 2.56251 2.18856
H 0.21585 2.09917 2.74967
H 0.59327 3.14652 1.59418
*
```

b:
ORCA calculation (ωB97M-V/def2-TZVPD) on an isolated ion of composition C7H12N3O and charge +1.

Kohn-Sham gap (spin up / spin down) ... 8.59 / 8.59 eV
HOMO level (spin up / spin down) ... -0.4463 / -0.4463 hartree

ORCA input file:
```
! RIJCOSX wB97M-V def2-TZVPD def2/J DEFGRID3
* xyz 1 1
C 1.19770 2.52901 -0.38914
O 1.53116 1.15270 -0.13234
C 0.59858 0.24115 -0.04760
C -0.78818 0.47699 -0.06065
N -1.65856 -0.52351 0.07559
C -3.05514 -0.32841 -0.04702
C -1.35821 -1.80323 0.14775
C -0.00148 -2.18931 0.15138
C 1.00844 -1.17054 0.07706
N 2.27642 -1.63794 0.02160
N 3.46460 -0.97705 0.17484
H 0.75239 2.91538 0.54836
H 0.57256 2.68460 -1.25601
H 2.21992 3.04499 -0.22664
H -1.06987 1.51348 -0.02040
H -3.61537 -0.77379 0.85351
H -3.49164 0.76565 -0.03905
H -3.57238 -0.79674 -0.99738
H -2.06833 -2.63276 0.41640
H 0.24652 -3.20414 0.08401
H 2.31746 -2.57680 0.06578
H 3.48368 -0.16860 0.87336
H 3.88726 -0.71382 -0.70617
*
```

c:
ORCA calculation (ωB97M-V/def2-TZVPD) on an isolated ion of composition C7H12N3O and charge +1.

Kohn-Sham gap ... 10.81 eV
HOMO level ... -0.5676 hartree

ORCA input file:
```
! RIJCOSX wB97M-V def2-TZVPD def2/J DEFGRID3
* xyz 1 1
C 1.07030 1.90194 0.88301
C 1.81141 0.64205 0.48744
C 1.12219 -0.39816 -0.53820
C 2.15757 -1.60876 -0.74800
C -0.13410 -1.07243 0.00772
O -0.22360 -2.02695 0.72449
N -1.53555 -0.32253 -0.29225
C -2.57809 -0.81417 0.35030
C -3.59668 0.18542 0.15953
N -3.06855 1.10238 -0.58741
N -1.88530 0.78967 -0.89849
H 0.56442 1.85555 1.90012
H 1.61651 2.81585 0.82266
H 0.28957 1.98644 0.14440
H 1.95206 0.05397 1.41773
H 2.81786 0.75575 0.00078
H 1.03925 -0.08222 -1.67088
H 2.29681 -2.08144 0.30192
H 1.73420 -2.30098 -1.53512
H 3.01201 -1.06545 -1.10434
H -2.55762 -1.73956 0.97684
H -4.57762 0.05355 0.69069
H -1.32703 1.37009 -1.49295
*
```

Which structure is the least stable? The one labeled a.

a:
ORCA calculation (ωB97M-V/def2-TZVPD) on an isolated molecule of C5H2N2O.

Kohn-Sham gap ... 9.59 eV
HOMO level ... -0.4221 hartree

ORCA input file:
```
! RIJCOSX wB97M-V def2-TZVPD def2/J DEFGRID3
* xyz 0 1
N 1.75498 -2.05021 0.03125
C 1.25143 -1.18730 0.60655
C 0.57183 -0.12011 1.26003
C -0.32458 0.68479 0.67136
C -0.89279 0.71034 -0.69793
O -1.84353 1.41623 -0.99295
C -0.42112 -0.19978 -1.75887
N -0.07888 -0.73453 -2.70044
H 0.83394 0.06402 2.29074
H -0.85127 1.41656 1.29024
*
```

b:
ORCA calculation (ωB97M-V/def2-TZVPD) on C5H2N2O as an isolated structure.

Kohn-Sham gap ... 8.05 eV
HOMO level ... -0.3762 hartree

ORCA input file:
```
! RIJCOSX wB97M-V def2-TZVPD def2/J DEFGRID3
* xyz 0 1
C 0.08410 0.47240 -1.65274
C -1.05250 -0.59188 -1.45071
C 0.34346 -0.36580 0.17011
C 0.69598 -0.31789 1.56063
C 1.07889 0.19693 2.80466
H -2.22162 -0.74799 -1.90752
H 1.07271 0.50425 3.87937
N -0.97058 -0.92025 -0.18809
N 1.00967 0.51640 -0.58288
O -0.04009 1.25383 -2.63284
*
```

Which structure is the least stable? The one labeled b.

a:
ORCA calculation (ωB97M-V/def2-TZVPD) on a 2-piece molecular cluster, C6H16 overall.

Kohn-Sham gap ... 12.05 eV
HOMO level ... -0.4026 hartree

ORCA input file:
```
! RIJCOSX wB97M-V def2-TZVPD def2/J DEFGRID3
* xyz 0 1
C -0.05767 1.18924 -1.73765
C 0.55110 -0.08456 -1.25603
C -0.43562 -1.27168 -1.42003
C 1.77026 -0.45098 -2.02695
H 0.48247 2.09208 -1.55270
H -1.02196 1.41736 -1.40679
H 0.01998 1.23235 -2.78723
H 0.79717 -0.09606 -0.11906
H 0.10459 -2.24097 -1.32849
H -1.14688 -1.30734 -0.62450
H -1.06463 -1.35301 -2.34865
H 2.49226 0.38235 -2.03815
H 2.28033 -1.32376 -1.60472
H 1.66509 -0.73716 -3.09282
C -0.94905 0.47687 2.12491
C -0.65838 0.19609 3.66478
H -0.07962 0.87212 1.60577
H -1.32868 -0.43490 1.69534
H -1.74699 1.20796 2.05473
H -0.90041 0.97708 4.33840
H -1.09053 -0.71222 4.04546
H 0.31718 -0.03084 3.81438
*
```

b:
ORCA calculation (ωB97M-V/def2-TZVPD) on a 2-piece molecular cluster, C6H16 overall.

Kohn-Sham gap ... 12.37 eV
HOMO level ... -0.4142 hartree

ORCA input file:
```
! RIJCOSX wB97M-V def2-TZVPD def2/J DEFGRID3
* xyz 0 1
C 1.89344 1.48603 0.16041
C 1.61390 0.58841 -1.05221
C 0.55254 1.26772 -1.91291
H 1.11522 2.20032 0.42466
H 2.09013 0.89029 1.06407
H 2.85118 2.01607 0.09698
H 1.27418 -0.36989 -0.66990
H 2.47472 0.45917 -1.70655
H -0.39600 1.40695 -1.38867
H 0.36598 0.76664 -2.86286
H 0.80742 2.31471 -2.07390
C -2.44780 -0.50488 1.23108
C -1.14319 -0.78132 0.47278
C -0.44316 -2.03176 1.00498
H -2.29140 -0.17180 2.25592
H -3.08539 -1.39635 1.26650
H -3.05486 0.20682 0.69563
H -1.40876 -0.84401 -0.57925
H -0.51170 0.07810 0.68211
H -1.10393 -2.90066 1.01210
H 0.30618 -2.34641 0.27046
H 0.03443 -1.81707 1.95733
*
```

Which structure is the least stable? The one labeled a.